Record 1
{
  "formula": "C15H12FN2O4",
  "method": "ωB97M-V with the def2-TZVPD basis set",
  "elements": ["F", "O", "O", "O", "O", "N", "N", "C", "C", "C", "C", "C", "C", "C", "C", "C", "C", "C", "C", "C", "C", "C", "H", "H", "H", "H", "H", "H", "H", "H", "H", "H", "H", "H"],
  "coordinates": [[2.077, 0.217, 2.251], [5.101, -4.056, 1.242], [-3.345, 1.145, 0.414], [0.646, -3.514, -1.580], [-2.259, 3.735, -4.087], [-0.417, 0.444, 2.440], [0.901, 2.418, 2.293], [-3.096, 1.742, -0.623], [1.925, -2.813, 0.265], [0.898, 0.982, 2.315], [-3.217, 3.804, -1.941], [-2.112, 1.729, -2.868], [-0.512, 2.764, 2.427], [2.703, -4.625, -1.314], [-2.507, 3.141, -3.056], [4.081, -3.932, 0.594], [-3.491, 3.153, -0.809], [3.046, -2.947, 0.974], [3.825, -4.760, -0.604], [-2.387, 1.079, -1.737], [-1.407, 1.515, 2.521], [1.669, -3.641, -0.933], [-4.011, 3.623, 0.017], [-0.900, 3.841, 2.483], [-1.593, 1.258, -3.694], [-2.535, 1.449, 2.654], [2.500, -5.224, -2.193], [-0.676, -0.551, 2.501], [1.701, 3.061, 2.211], [3.248, -2.348, 1.854], [1.156, -2.097, 0.529], [-2.106, 0.044, -1.583], [4.593, -5.476, -0.868], [-3.498, 4.839, -2.094]],
  "total_charge": 1,
  "e_above_lowest_kcal_mol": 56.28,
  "spin_multiplicity": 1,
  "e_homo_ev": -12.5,
  "lumo_energy_ha": -0.1569
}

=====

Record 2
{
  "formula": "C3H8N2O2",
  "method": "ωB97M-V with the def2-TZVPD basis set",
  "elements": ["O", "O", "N", "N", "C", "C", "C", "H", "H", "H", "H", "H", "H", "H", "H"],
  "coordinates": [[-2.211, -1.308, -0.452], [-0.110, -2.224, 0.915], [0.925, 0.943, -1.353], [0.667, 0.358, 0.829], [0.116, 1.688, 0.627], [1.142, -0.046, -0.449], [0.328, 2.011, -0.710], [0.199, -2.638, 1.773], [0.106, 2.897, -1.318], [0.446, -0.271, 1.565], [-1.347, -1.345, -1.077], [-1.001, -2.123, 1.276], [-2.069, -0.395, -0.056], [-0.136, 2.164, 1.545], [1.713, -1.054, -0.554]],
  "total_charge": 0,
  "e_above_lowest_kcal_mol": 51.41,
  "spin_multiplicity": 1,
  "e_homo_ev": -8.9,
  "lumo_energy_ha": 0.0124
}

=====

Record 3
{
  "formula": "C5H12O",
  "method": "ωB97M-V with the def2-TZVPD basis set",
  "elements": ["O", "C", "C", "C", "C", "C", "H", "H", "H", "H", "H", "H", "H", "H", "H", "H", "H", "H"],
  "coordinates": [[2.671, -0.679, 0.533], [1.888, -1.707, 0.469], [-0.530, 0.576, 0.826], [-1.137, 0.432, -0.567], [2.763, 0.337, -0.267], [-2.658, 0.305, -0.523], [1.209, -1.809, -0.371], [-0.753, -0.302, 1.443], [-2.959, -0.577, 0.055], [-0.943, 1.454, 1.336], [-0.712, -0.450, -1.068], [2.162, 0.360, -1.170], [3.510, 1.068, -0.001], [-3.090, 0.215, -1.526], [1.983, -2.412, 1.279], [-3.106, 1.183, -0.043], [-0.858, 1.297, -1.182], [0.559, 0.708, 0.777]],
  "total_charge": 0,
  "e_above_lowest_kcal_mol": 91.55,
  "spin_multiplicity": 1,
  "e_homo_ev": [-7.5, -7.5],
  "lumo_energy_ha": [0.0296, 0.0306]
}

=====

What are the molecular weight values for these records? In order: 303.269, 104.109, 88.150 g mol⁻¹.
What are the electronic energy values for these records? In order: -1088.7287, -379.0591, -272.8028 Ha.
What are the strongest force on any atom values for these records? In order: 6.5, 4.7, 0.9 eV Å⁻¹.